52
Properties=species:S:1:pos:R:3:forces:R:3 method="wB97M-V/def2-TZVPD" e_lumo_ev="0.3 / 0.3" gap_ev="6.36 / 7.98" total_charge=0 spin_multiplicity=4 e_above_lowest_kj_mol=4.4 s_squared=3.760
V 0.36132 0.47810 0.52119 -0.27 -0.94 -0.32
O -0.73341 4.28191 1.68350 0.00 0.03 -0.03
C -0.40016 3.12559 1.53143 0.06 0.08 0.09
N 0.35584 2.54335 0.56280 0.02 -0.18 0.05
C 1.29556 3.16400 -0.19815 0.12 0.07 0.04
O 1.40397 4.32685 -0.52763 -0.05 0.03 0.00
C 2.40994 2.17934 -0.58501 0.05 0.12 0.09
C 3.43970 2.59230 -1.41290 -0.02 0.04 -0.01
C 4.47512 1.71385 -1.68158 0.01 0.02 -0.01
C 4.45425 0.45161 -1.10716 -0.01 -0.02 0.03
C 3.38815 0.11228 -0.29271 0.01 -0.01 0.00
N 2.39143 0.95617 -0.03303 -0.16 0.19 -0.09
C -0.76681 2.10126 2.61644 0.08 0.13 0.02
C -1.63237 2.45760 3.63575 0.00 0.04 0.01
C -1.89333 1.54485 4.64286 -0.01 0.02 0.00
C -1.26634 0.30789 4.60902 0.04 -0.02 -0.01
C -0.41630 0.02512 3.55466 0.00 -0.02 0.02
N -0.17335 0.89611 2.57559 -0.12 0.21 -0.13
H 3.40178 3.59522 -1.81413 0.00 0.00 0.00
H 5.29202 2.01013 -2.32708 0.00 0.00 0.00
H 5.24603 -0.26261 -1.28595 0.00 0.00 0.00
H 3.30342 -0.86416 0.16863 0.01 0.00 -0.01
H -2.07151 3.44481 3.61016 0.00 0.00 0.00
H -2.57328 1.79456 5.44704 0.00 0.00 0.00
H -1.43373 -0.43071 5.38069 0.00 0.00 0.00
H 0.08734 -0.92994 3.46313 -0.01 -0.01 0.01
O 0.21530 0.19154 -1.58746 0.01 0.08 0.07
N -0.94339 0.40193 -2.19286 0.05 0.04 0.00
C -0.89257 0.67765 -3.51685 0.00 0.00 0.01
C -2.02634 0.87534 -4.25266 0.00 0.00 0.01
C -3.26191 0.79106 -3.60491 0.00 0.00 -0.01
C -3.29713 0.51931 -2.26210 0.00 0.00 0.02
C -2.12269 0.32156 -1.51170 0.00 0.02 -0.03
S -2.12291 -0.01600 0.16802 -0.01 0.14 0.01
H 0.11321 0.72633 -3.90459 0.00 0.00 -0.01
H -1.94406 1.09943 -5.30553 0.00 0.00 0.00
H -4.18159 0.94839 -4.15201 0.00 0.00 0.00
H -4.23215 0.45939 -1.72431 0.00 0.00 0.00
C 1.16925 -4.47515 0.50455 0.04 -0.01 -0.02
As -0.00934 -2.98251 0.25257 -0.08 0.25 -0.26
C -0.44384 -2.88974 -1.61153 -0.03 -0.08 -0.05
C -1.61482 -3.41086 1.20978 0.04 0.06 0.16
O 0.75161 -1.60518 0.77120 0.28 -0.15 0.37
H 0.67693 -5.39690 0.19773 0.01 -0.01 0.00
H 1.43922 -4.53211 1.55730 -0.01 0.00 0.00
H 2.06897 -4.32082 -0.08796 -0.01 0.00 0.00
H -0.84912 -3.83806 -1.96364 0.00 -0.02 0.03
H 0.45711 -2.62960 -2.16338 0.01 0.02 0.03
H -1.17455 -2.09425 -1.73367 -0.02 -0.06 0.00
H -2.03915 -4.34236 0.83664 0.01 0.01 -0.02
H -2.30592 -2.58314 1.07172 -0.06 -0.03 -0.04
H -1.37542 -3.51074 2.26812 0.01 -0.03 -0.02